The molecule C24H33ClN4O5, computed with wB97M-V/def2-TZVPD.

ΔE to the lowest compared entry with this formula, charge and spin in kcal per mole: 0.61
E_LUMO in eV: 0.5
Frontier orbital gap in eV: 8.857
E_HOMO in eV: -8.402
SMILES: CCCCCN(C(=O)CCC(=O)OCc1ccccc1Cl)c1c(N)n(CCCC)c(=O)[nH]c1=O

Positions of all 67 atoms, in Å:
C  -4.31  3.87  -2.02
C  -2.90  3.31  -2.06
C  -2.21  3.45  -0.70
C  -0.80  2.85  -0.69
C  -0.82  1.33  -0.66
N  0.51  0.75  -0.81
C  0.85  0.18  -1.99
O  0.05  0.06  -2.90
C  2.25  -0.41  -2.08
C  2.11  -1.82  -2.68
C  1.01  -2.52  -1.92
O  0.80  -2.37  -0.74
O  0.26  -3.29  -2.70
C  -0.91  -3.84  -2.09
C  -1.91  -2.74  -1.81
C  -2.31  -1.93  -2.87
C  -3.20  -0.88  -2.67
C  -3.69  -0.63  -1.40
C  -3.29  -1.42  -0.33
C  -2.41  -2.47  -0.54
Cl  -1.94  -3.43  0.82
C  1.41  0.99  0.25
C  1.29  0.28  1.43
N  0.35  -0.69  1.54
N  2.07  0.59  2.52
C  1.85  -0.04  3.81
C  0.55  0.42  4.47
C  0.48  1.93  4.71
C  1.51  2.43  5.72
C  3.07  1.55  2.45
O  3.79  1.80  3.39
N  3.20  2.18  1.25
C  2.42  2.01  0.10
O  2.65  2.66  -0.90
H  -4.79  3.77  -3.00
H  -4.29  4.93  -1.76
H  -4.92  3.35  -1.29
H  -2.94  2.25  -2.34
H  -2.31  3.83  -2.81
H  -2.15  4.51  -0.45
H  -2.81  2.96  0.07
H  -0.24  3.19  -1.57
H  -0.26  3.22  0.20
H  -1.41  0.94  -1.50
H  -1.26  0.97  0.28
H  2.71  -0.46  -1.10
H  2.86  0.22  -2.73
H  1.82  -1.77  -3.73
H  3.04  -2.38  -2.58
H  -1.31  -4.55  -2.82
H  -0.64  -4.36  -1.17
H  -1.91  -2.12  -3.85
H  -3.49  -0.27  -3.50
H  -4.37  0.19  -1.23
H  -3.66  -1.23  0.66
H  0.45  -1.36  2.28
H  0.10  -1.12  0.65
H  2.70  0.25  4.43
H  1.87  -1.13  3.70
H  -0.30  0.13  3.85
H  0.46  -0.10  5.43
H  0.62  2.46  3.76
H  -0.52  2.17  5.08
H  2.52  2.33  5.33
H  1.44  1.86  6.65
H  1.33  3.48  5.94
H  3.93  2.88  1.19

A structure of composition C24H34BF2N3OP2RhSi, computed with wB97M-V/def2-TZVPD.

Multiplicity: 5
ΔE to the lowest compared entry with this formula, charge and spin in kcal per mole: 8.64
E_LUMO (alpha / beta) in eV: -2.2 / -4.6
Frontier orbital gap (alpha / beta) in eV: 7.608 / 6.957
E_HOMO (alpha / beta) in eV: -9.797 / -11.525
Charge: +1

Positions of all 69 atoms, in Å:
Rh  -0.17  -0.44  0.28
C  -0.95  1.00  3.67
P  0.07  -0.13  2.67
C  -0.03  -1.68  3.62
C  1.79  0.42  2.92
C  2.22  1.00  4.11
C  3.54  1.40  4.27
C  4.45  1.21  3.25
C  4.04  0.63  2.06
C  2.72  0.23  1.88
P  2.18  -0.54  0.31
C  2.94  0.47  -0.99
C  3.20  -2.04  0.22
H  -0.75  0.90  4.74
H  -2.00  0.75  3.49
H  -0.80  2.04  3.38
H  0.22  -1.51  4.67
H  0.67  -2.41  3.21
H  -1.04  -2.08  3.55
H  1.52  1.15  4.92
H  3.85  1.86  5.20
H  5.48  1.52  3.37
H  4.76  0.49  1.26
H  2.66  1.52  -0.89
H  2.60  0.11  -1.96
H  4.03  0.39  -0.96
H  4.25  -1.75  0.23
H  2.98  -2.58  -0.70
H  3.00  -2.71  1.06
C  0.27  -2.75  -5.66
C  0.09  -3.18  -4.35
C  -0.09  -2.27  -3.33
C  -0.07  -0.91  -3.63
C  0.12  -0.45  -4.94
C  0.28  -1.39  -5.95
N  -0.22  -0.02  -2.58
N  -0.37  1.22  -2.61
C  -0.18  2.12  -1.62
C  -0.30  3.48  -1.97
C  -0.08  4.43  -1.01
C  0.26  4.03  0.28
C  0.33  2.69  0.55
N  0.11  1.72  -0.36
H  0.39  -3.47  -6.46
H  0.07  -4.24  -4.13
H  -0.24  -2.60  -2.31
H  0.12  0.61  -5.14
H  0.41  -1.05  -6.97
H  -0.56  3.74  -2.99
H  -0.16  5.48  -1.26
H  0.46  4.75  1.07
H  0.59  2.34  1.54
F  -1.36  -3.02  0.99
B  -0.22  -2.49  0.55
F  0.74  -3.38  0.34
C  -4.31  -1.49  -1.41
Si  -3.70  -0.37  -0.05
C  -4.37  -0.91  1.61
C  -4.06  1.42  -0.41
O  -2.03  -0.48  0.00
H  -5.40  -1.45  -1.49
H  -4.03  -2.52  -1.22
H  -3.90  -1.19  -2.37
H  -5.47  -0.93  1.60
H  -4.07  -0.23  2.41
H  -4.03  -1.91  1.87
H  -5.13  1.60  -0.46
H  -3.63  1.73  -1.36
H  -3.66  2.07  0.37

A structure of composition C24H34CdF6N6O2S4Sb at a distorted geometry, computed with wB97M-V/def2-TZVPD.

Multiplicity: 2
E_LUMO in eV: 3.7
Frontier orbital gap in eV: 5.582
E_HOMO in eV: -1.862
Charge: -2

Positions of all 78 atoms, in Å:
Cd  -1.79  -0.15  -0.38
C  -4.04  3.88  -1.31
S  -4.71  3.63  0.37
C  -3.82  2.11  0.77
S  -2.29  2.22  1.42
N  -4.53  1.04  0.55
N  -3.89  -0.12  0.70
C  -4.53  -1.22  0.91
C  -3.77  -2.42  1.17
C  -4.40  -3.65  1.37
C  -3.64  -4.76  1.66
C  -2.26  -4.61  1.77
C  -1.72  -3.36  1.54
N  -2.44  -2.29  1.26
H  -3.77  4.92  -1.42
H  -3.17  3.23  -1.42
H  -4.81  3.60  -2.02
H  -5.62  -1.27  0.96
H  -5.47  -3.73  1.28
H  -4.10  -5.73  1.79
H  -1.62  -5.45  2.00
H  -0.65  -3.20  1.60
C  5.96  -1.10  -3.71
O  4.95  -0.95  -2.75
C  3.83  -0.27  -3.11
S  3.68  0.40  -4.62
S  2.69  -0.17  -1.90
H  6.83  -1.48  -3.18
H  6.18  -0.13  -4.18
H  5.66  -1.81  -4.49
C  -3.28  -0.12  -3.58
C  -2.07  0.80  -3.26
C  -0.78  0.03  -3.62
C  -2.18  2.07  -4.15
N  -2.13  1.20  -1.92
H  -3.46  -0.15  -4.66
H  -4.18  0.25  -3.08
H  -3.09  -1.13  -3.23
H  -0.83  -0.31  -4.65
H  -0.66  -0.84  -2.97
H  0.10  0.67  -3.50
H  -2.17  1.80  -5.21
H  -1.34  2.73  -3.94
H  -3.10  2.59  -3.91
C  5.29  4.06  3.52
C  3.84  3.92  3.97
N  3.26  2.66  3.55
C  2.95  1.70  4.59
C  4.21  1.11  5.23
C  2.83  2.58  2.25
O  2.92  3.54  1.52
C  2.32  1.26  1.78
C  3.10  0.11  1.88
C  2.61  -1.07  1.35
C  1.37  -1.07  0.74
N  0.62  0.02  0.65
C  1.09  1.16  1.13
H  5.69  5.03  3.82
H  5.34  3.99  2.44
H  5.91  3.28  3.95
H  3.26  4.73  3.51
H  3.76  4.01  5.05
H  2.35  0.90  4.16
H  2.36  2.20  5.36
H  4.80  0.58  4.49
H  3.92  0.40  6.01
H  4.82  1.89  5.68
H  4.08  0.15  2.32
H  3.19  -1.98  1.40
H  0.97  -1.97  0.29
H  0.45  2.03  1.02
F  -2.60  -2.88  -1.47
Sb  -2.97  -4.55  -2.37
F  -4.31  -5.16  -1.14
F  -4.41  -3.70  -3.30
F  -3.21  -6.19  -3.35
F  -1.71  -4.02  -3.70
F  -1.65  -5.45  -1.30

A structure of composition C24H34Cl12N2O4 at a distorted geometry, computed with wB97M-V/def2-TZVPD.

ΔE to the lowest compared entry with this formula, charge and spin in kcal per mole: 863.23
E_LUMO in eV: -0.9
Frontier orbital gap in eV: 6.451
E_HOMO in eV: -7.334

Positions of all 76 atoms, in Å:
Cl  0.09  -1.23  3.43
C  -1.45  -2.15  2.90
C  -1.99  -3.10  3.99
Cl  -2.07  -2.15  5.46
H  -1.14  -2.70  2.01
H  -2.14  -1.34  2.65
H  -1.26  -3.90  4.16
H  -2.93  -3.50  3.63
Cl  3.61  0.82  2.74
C  2.66  2.23  2.22
C  2.94  2.58  0.76
Cl  2.38  1.27  -0.28
H  3.04  3.08  2.79
H  1.61  1.97  2.38
H  4.00  2.66  0.54
H  2.43  3.47  0.38
Cl  1.38  -1.37  -0.22
C  0.78  -0.30  1.11
C  -0.59  0.27  0.77
Cl  -1.91  -0.93  0.94
H  1.52  0.48  1.30
H  0.78  -0.81  2.07
H  -0.62  0.64  -0.26
H  -0.92  1.09  1.41
Cl  1.22  -5.08  -1.54
C  2.65  -4.13  -2.08
C  2.75  -2.72  -1.55
Cl  2.01  -1.75  -2.93
H  2.76  -4.32  -3.15
H  3.46  -4.76  -1.71
H  3.75  -2.33  -1.40
H  2.22  -2.51  -0.62
Cl  -0.03  0.98  -3.32
C  1.38  0.38  -2.36
C  2.53  0.17  -3.39
Cl  2.76  1.75  -4.19
H  1.16  -0.53  -1.79
H  1.62  1.15  -1.63
H  2.33  -0.60  -4.13
H  3.40  0.00  -2.75
Cl  1.11  1.44  3.42
C  -0.21  2.46  4.03
C  -1.41  1.61  4.42
Cl  -2.19  1.03  2.90
H  -0.46  3.17  3.24
H  0.21  3.11  4.80
H  -2.20  2.12  4.97
H  -1.28  0.70  5.00
C  -0.38  -3.05  -2.26
C  -0.67  -2.27  -1.19
C  -1.67  -1.30  -1.30
C  -2.46  -1.22  -2.47
C  -2.05  -1.97  -3.56
C  -1.06  -2.93  -3.45
N  -3.65  -0.37  -2.54
O  -4.39  -0.52  -3.49
O  -3.76  0.46  -1.66
H  0.30  -3.89  -2.15
H  -0.08  -2.40  -0.30
H  -1.94  -0.75  -0.41
H  -2.55  -2.05  -4.51
H  -0.78  -3.57  -4.27
C  -1.83  1.50  -1.84
C  -2.23  1.43  -0.55
C  -1.69  2.34  0.36
C  -0.69  3.27  0.04
C  -0.32  3.30  -1.32
C  -0.87  2.43  -2.24
N  -0.02  4.05  1.12
O  1.16  4.37  0.98
O  -0.58  4.14  2.20
H  -2.14  0.78  -2.58
H  -3.02  0.77  -0.23
H  -2.14  2.32  1.34
H  0.32  4.12  -1.62
H  -0.54  2.55  -3.26